(1)
Here is a structure of composition C30H32AsN2NaS2 in a non-equilibrium geometry from the OMol25 dataset. Energies are from ωB97M-V/def2-TZVPD.

The calculation puts the total energy at -121533.289 eV. The total charge is -2. The gap between HOMO and LUMO comes out at 0.1040 Eh. Its relative energy (zero: lowest compared OMol25 entry of this formula, charge and spin) is 42.72 kcal/mol. The multiplicity is 1.

```
68
Properties=species:S:1:pos:R:3:lowdin_charge:R:1
Na -0.8793 -0.2518 -1.5028 0.01
S -2.4417 -0.3185 0.8334 0.52
C -1.7458 -0.6460 2.3860 -0.78
C -2.3057 -1.5573 3.2952 -0.14
C -1.7400 -1.7618 4.5406 -0.13
C -0.5947 -1.0714 4.9224 -0.13
C -0.0209 -0.1693 4.0352 -0.12
C -0.5825 0.0470 2.7844 -0.44
As 0.1346 1.2489 1.4294 1.31
C 1.7073 1.8618 2.4585 -0.39
C 1.7385 2.9770 3.2911 -0.11
C 2.9033 3.3341 3.9583 -0.11
C 4.0564 2.5759 3.8083 -0.12
C 4.0377 1.4596 2.9828 -0.10
C 2.8751 1.1141 2.3096 -0.12
C -0.9849 2.8199 1.7480 -0.41
C -2.0212 2.8457 2.6727 -0.10
C -2.7886 3.9907 2.8344 -0.10
C -2.5344 5.1187 2.0675 -0.11
C -1.5125 5.0945 1.1301 -0.10
C -0.7488 3.9482 0.9697 -0.14
H -3.1942 -2.0992 2.9954 0.09
H -2.1954 -2.4730 5.2224 0.09
H -0.1519 -1.2343 5.8985 0.08
H 0.8704 0.3751 4.3281 0.09
H 0.8410 3.5703 3.4264 0.09
H 2.9080 4.2082 4.6001 0.09
H 4.9650 2.8540 4.3295 0.09
H 4.9326 0.8625 2.8530 0.09
H 2.8737 0.2488 1.6532 0.10
H -2.2338 1.9625 3.2627 0.10
H -3.5994 3.9951 3.5540 0.09
H -3.1421 6.0080 2.1884 0.09
H -1.3223 5.9602 0.5071 0.09
H 0.0314 3.9277 0.2153 0.10
C -3.8192 -1.2458 -2.7906 -0.08
N -3.5722 0.1569 -2.4940 -0.06
C -2.5039 0.8706 -2.9345 -0.99
N -1.6783 0.2853 -3.8212 0.02
S -2.1677 2.4095 -2.2553 0.48
H -4.8930 -1.4284 -2.7283 0.07
H -3.3101 -1.9112 -2.0918 0.07
H -3.4690 -1.4668 -3.7968 0.08
H -4.0272 0.5461 -1.6845 0.09
H -1.2114 -0.7542 -3.6147 0.07
H -0.9215 0.9130 -4.0644 0.07
C 1.7533 -0.6113 -1.9172 -0.07
C 1.0112 -1.9336 -1.9853 -0.48
C 1.1075 -2.7138 -0.6955 -0.06
C -0.2969 -1.9986 -2.8569 -0.12
C 0.9641 -2.6676 -3.3461 -0.42
C 1.6869 -2.1063 -4.5310 -0.10
C 2.5741 -2.8330 -5.2702 -0.21
C 2.8281 -4.2056 -5.0530 -0.23
C 1.9659 -4.8366 -4.1289 -0.21
C 1.0620 -4.1611 -3.3628 -0.10
H 1.3018 0.1313 -1.2328 0.03
H 1.8105 -0.1521 -2.9054 0.06
H 2.7807 -0.7263 -1.5538 0.08
H 0.4026 -2.3543 0.0683 0.07
H 2.1157 -2.6420 -0.2682 0.07
H 0.9067 -3.7731 -0.8612 0.06
H -0.9423 -2.7937 -2.4319 0.07
H 1.4725 -1.0793 -4.8179 0.06
H 3.0719 -2.3274 -6.0990 0.07
H 3.4998 -4.7702 -5.6878 0.03
H 1.9850 -5.9241 -4.0445 0.07
H 0.3774 -4.7226 -2.7315 0.06
```



(2)
Here is a structure of composition C27H42BrN4O3SW from the OMol25 dataset. Energies are from ωB97M-V/def2-TZVPD.

The calculation puts the total energy at -123480.067 eV. The total charge is +1. The gap between HOMO and LUMO (spin up / spin down) comes out at 0.2805 / 0.2880 Eh. Its expectation value of S² is 2.015. Its relative energy (zero: lowest compared OMol25 entry of this formula, charge and spin) is 121.61 kcal/mol. The multiplicity is 3.

```
79
Properties=species:S:1:pos:R:3:lowdin_charge:R:1
W -1.3004 -0.1086 -0.7715 1.22
N -2.3389 -1.6509 0.4300 -0.09
C -3.5801 -1.1365 1.0631 -0.17
C -3.2547 0.2321 1.5826 -0.16
N -2.7766 1.1019 0.4581 -0.22
C -1.9649 2.2068 1.0667 -0.17
C -1.2749 2.9899 -0.0112 -0.18
N -0.4553 2.0279 -0.7942 -0.09
C -3.9798 1.6839 -0.2701 -0.07
C -4.0236 1.5786 -1.7862 -0.27
N -2.8212 2.5829 -3.6331 0.10
H -2.5402 -2.4671 -0.1428 0.08
H -1.6599 -1.9208 1.1417 0.08
H -3.9142 -1.7848 1.8721 0.14
H -4.3553 -1.1013 0.2992 0.10
H -2.4360 0.1682 2.2987 0.10
H -4.1064 0.6963 2.0831 0.14
H -1.2180 1.7316 1.7035 0.11
H -2.5997 2.8385 1.6924 0.14
H -0.6590 3.7707 0.4333 0.14
H -1.9811 3.4562 -0.6896 0.11
H 0.4811 1.9649 -0.4019 0.08
H -0.3648 2.3449 -1.7561 0.09
H -4.0437 2.7309 0.0242 0.14
H -4.8637 1.1690 0.0981 0.13
H -4.8735 2.1834 -2.1296 0.17
H -2.8092 -0.1909 -1.5056 -0.04
H -3.6054 3.2269 -3.7360 0.10
H -3.0184 1.7611 -4.2026 0.07
C 6.4094 -1.1395 -0.3416 -0.05
C 5.8116 -0.3193 0.8072 -0.56
C 6.4025 -0.8289 2.1220 -0.06
C 6.2025 1.1538 0.6283 -0.04
C 4.2850 -0.4212 0.7941 -0.16
C 3.5797 -0.2728 -0.3974 -0.07
C 2.2060 -0.2843 -0.3430 -0.51
Br 1.2454 -0.1678 -1.9909 0.91
C 1.4328 -0.4296 0.8115 -0.36
O 0.0951 -0.2888 0.7611 -0.35
C 2.1328 -0.6733 1.9975 -0.08
C 3.5310 -0.6289 1.9423 0.03
C 1.5092 -1.0110 3.3674 -0.52
C 1.8237 0.1187 4.3558 -0.04
C -0.0084 -1.2225 3.3581 -0.06
C 2.1250 -2.3272 3.8760 -0.04
H 7.4986 -1.1320 -0.2727 0.09
H 6.1477 -0.7328 -1.3204 0.08
H 6.0746 -2.1784 -0.3036 0.10
H 7.4912 -0.7847 2.0683 0.09
H 6.1192 -1.8655 2.3198 0.09
H 6.0973 -0.2185 2.9742 0.08
H 7.2897 1.2622 0.6327 0.09
H 5.7952 1.7659 1.4360 0.09
H 5.8276 1.5491 -0.3187 0.08
H 4.0847 -0.1474 -1.3463 0.11
H 4.0598 -0.7801 2.8728 0.10
H 1.3632 1.0570 4.0353 0.09
H 2.8970 0.2891 4.4506 0.08
H 1.4374 -0.1295 5.3475 0.09
H -0.5490 -0.3260 3.0583 0.05
H -0.3196 -1.4960 4.3681 0.09
H -0.2796 -2.0459 2.6913 0.08
H 3.1896 -2.2319 4.0899 0.08
H 2.0018 -3.1251 3.1410 0.10
H 1.6309 -2.6327 4.8007 0.09
O -5.1975 -0.4603 -1.6263 0.08
C -4.3123 0.1268 -2.2170 -0.42
O -2.8220 2.1484 -2.2781 -0.25
C -3.8173 -0.4039 -3.5427 -0.20
C -4.6466 -0.1081 -4.6255 -0.04
C -4.3778 -0.5965 -5.8918 -0.07
C -3.2693 -1.4090 -6.0797 -0.06
C -2.4454 -1.7172 -5.0110 -0.11
C -2.7014 -1.2255 -3.7281 -0.53
S -1.5325 -1.7909 -2.4835 0.59
H -5.5273 0.5048 -4.4612 0.13
H -5.0296 -0.3523 -6.7195 0.11
H -3.0431 -1.8047 -7.0613 0.11
H -1.5809 -2.3514 -5.1639 0.10
```



(3)
Here is a cluster of 3 separate species, C15H39N4O2P in total in a non-equilibrium geometry from the OMol25 dataset. Energies are from ωB97M-V/def2-TZVPD.

The calculation puts the total energy at -35530.679 eV. The gap between HOMO and LUMO comes out at 0.3196 Eh. The structure (SMILES) is CCNC(=O)O[PH2]=N.CCN(CC)CC.CCN(CC)CC. Its relative energy (zero: lowest compared OMol25 entry of this formula, charge and spin) is 0.00 kcal/mol. The multiplicity is 1.

```
61
Properties=species:S:1:pos:R:3:lowdin_charge:R:1
C -3.2020 -2.7294 -2.0547 -0.08
C -3.1262 -1.5872 -1.0768 -0.23
N -4.1704 -0.5323 -1.2708 0.06
C -5.3099 -0.9797 -1.9648 -0.61
O -5.5729 -0.7218 -3.1121 0.11
O -6.1341 -1.7527 -1.1758 -0.19
P -7.6882 -2.0055 -1.6657 0.68
N -8.4334 -3.0978 -0.8595 -0.28
H -2.3730 -3.3941 -1.8473 0.08
H -3.0862 -2.4056 -3.0788 0.08
H -4.1026 -3.3152 -1.9461 0.07
H -2.1666 -1.1010 -1.1746 0.09
H -3.1928 -1.9868 -0.0721 0.11
H -4.5045 -0.2782 -0.3528 0.12
H -8.2757 -0.7337 -1.5675 0.02
H -7.6208 -2.2613 -3.0336 0.02
H -7.8470 -3.5057 -0.1476 -0.04
C 1.9711 -0.4289 -2.3399 -0.08
C 1.5240 -0.9421 -0.9801 -0.28
N 1.5484 -2.3863 -0.8721 -0.20
C 0.8659 -2.8807 0.3076 -0.25
C 1.4331 -2.5153 1.6862 -0.08
C 2.8190 -3.0143 -1.1861 -0.24
C 4.0520 -2.5859 -0.3777 -0.08
H 1.3835 -0.8822 -3.1386 0.08
H 1.8330 0.6520 -2.3868 0.07
H 3.0257 -0.6298 -2.5296 0.07
H 0.4920 -0.6166 -0.8191 0.11
H 2.1285 -0.4498 -0.2006 0.09
H 0.7892 -3.9688 0.2328 0.11
H -0.1655 -2.5142 0.2582 0.10
H 2.3317 -3.0827 1.9219 0.06
H 0.6965 -2.7459 2.4582 0.07
H 1.6656 -1.4526 1.7650 0.06
H 3.0263 -2.8392 -2.2436 0.10
H 2.6876 -4.0951 -1.1001 0.11
H 4.1094 -1.5028 -0.2612 0.06
H 4.9580 -2.9048 -0.8955 0.07
H 4.0736 -3.0365 0.6131 0.06
C 2.8113 5.7152 1.1299 -0.09
C 1.9265 4.8344 1.9980 -0.28
N 1.1970 3.8375 1.2396 -0.20
C 0.1494 3.1831 2.0003 -0.25
C 0.5532 2.3167 3.2011 -0.08
C 2.0059 2.9722 0.4027 -0.25
C 3.1114 2.1464 1.0752 -0.08
H 2.2321 6.1785 0.3309 0.08
H 3.2488 6.5075 1.7376 0.07
H 3.6343 5.1582 0.6816 0.06
H 1.1881 5.4703 2.4922 0.12
H 2.5417 4.3945 2.7999 0.10
H -0.4448 2.5786 1.3094 0.11
H -0.5257 3.9668 2.3569 0.11
H 0.9847 1.3651 2.8928 0.05
H -0.3297 2.0894 3.8015 0.07
H 1.2666 2.8237 3.8509 0.07
H 2.4650 3.5866 -0.3748 0.10
H 1.3303 2.3005 -0.1334 0.10
H 3.6966 2.7328 1.7843 0.07
H 3.8028 1.7753 0.3156 0.07
H 2.7119 1.2769 1.5963 0.04
```